{
  "formula": "C22H59BF6HgN6O9PbS2",
  "method": "wB97M-V/def2-TZVPD",
  "species": ["Pb", "Hg", "S", "S", "F", "F", "F", "F", "F", "F", "O", "O", "O", "O", "O", "O", "O", "O", "O", "N", "N", "N", "N", "N", "N", "C", "C", "C", "C", "C", "C", "C", "C", "C", "C", "C", "C", "C", "C", "C", "C", "C", "C", "C", "C", "C", "C", "B", "H", "H", "H", "H", "H", "H", "H", "H", "H", "H", "H", "H", "H", "H", "H", "H", "H", "H", "H", "H", "H", "H", "H", "H", "H", "H", "H", "H", "H", "H", "H", "H", "H", "H", "H", "H", "H", "H", "H", "H", "H", "H", "H", "H", "H", "H", "H", "H", "H", "H", "H", "H", "H", "H", "H", "H", "H", "H", "H"],
  "xyz": [[1.212816, 0.492878, 0.519828], [-2.959386, -2.096964, -1.592800], [-0.585277, -2.180473, -3.989776], [-2.926705, -0.935438, -4.763854], [-5.284559, -1.937830, -4.028625], [0.555531, -4.226359, -5.245957], [-5.189405, -1.152508, -6.082133], [-1.530497, -4.561076, -4.764792], [-0.931605, -3.280427, -6.408619], [-4.279855, -3.035130, -5.576941], [0.005906, -2.740654, -2.796260], [2.853405, -1.618049, 0.135003], [-3.417915, 0.327629, -4.216345], [-2.264009, -0.793969, -6.057289], [-3.964915, -1.977600, 0.462424], [2.519881, 2.571409, -0.383109], [2.720182, -1.189530, 4.338272], [0.106108, -1.081083, -4.614548], [-0.701676, 2.112721, -0.541212], [3.379957, 0.555782, 1.926241], [0.456427, -1.151768, 2.519533], [-2.291355, -1.881171, -3.653430], [-4.677240, -0.346335, -1.592113], [1.679184, 0.332389, -2.082970], [0.293435, 2.556576, 2.158934], [-3.732513, -2.890254, 1.538090], [-1.680740, 3.941211, 2.604382], [-4.277970, 0.356553, -0.366275], [4.398105, 0.114150, 0.965695], [2.824311, 2.588179, -1.787609], [-1.329354, 3.024678, 0.350188], [-0.637601, -3.668237, -5.180664], [3.745474, -1.610651, 5.240045], [2.849228, 3.803641, 0.245355], [2.671318, -2.953279, -0.283216], [-4.241446, -0.604915, 0.845396], [4.118256, -1.379591, 0.754274], [2.877671, 1.366631, -4.056179], [-1.034046, -1.404163, 4.510355], [-4.570366, -1.803015, -5.132069], [-1.127934, 2.716861, 1.851948], [5.784759, 0.414141, 1.553626], [1.437128, -1.627780, 4.785240], [-5.257227, 1.491886, -0.122782], [-1.012483, 2.457024, -1.882205], [2.779265, 1.242350, -2.540757], [0.316276, -0.918467, 3.966019], [-1.025800, -0.859273, -0.340808], [3.764088, 3.107364, -1.983270], [4.727325, -1.283102, 4.908610], [-2.077246, 2.684083, -1.984287], [1.828234, -0.609680, -2.446054], [-1.320686, -2.409721, 4.196298], [3.386994, -0.051450, 2.743047], [1.236286, -1.794309, 2.396544], [3.880495, 4.127430, 0.063823], [2.149695, -3.078099, -1.234321], [6.058476, 1.453568, 1.385006], [3.543365, -1.311777, 6.269896], [2.169210, -3.567756, 0.467481], [5.794950, 0.006847, 2.562820], [-5.646362, -0.659954, -1.514756], [0.039487, -1.249399, -0.494432], [0.926189, 0.575453, -2.732149], [-6.276011, 1.157144, -0.329034], [-1.810404, -0.717670, 4.165325], [-1.050614, -1.418342, 5.599870], [-3.562977, -3.892224, 1.157009], [1.388010, -1.432799, 5.858387], [-1.459840, -0.603878, -1.378371], [-0.373392, -1.639310, 2.196490], [-1.056159, 0.033944, 0.367085], [-2.860639, -2.534644, 2.093241], [2.038214, 3.230342, -2.207534], [2.281521, 4.687013, -0.055983], [0.419643, 0.160633, 4.108574], [-4.592102, -2.837068, 2.207862], [-2.409108, 3.097633, 0.183980], [3.682383, 1.438649, 2.334690], [-0.929582, 4.031741, 0.179558], [3.587315, -3.497317, -0.538334], [-5.067685, 2.317171, -0.808950], [3.785759, -2.704042, 5.273592], [-0.524123, 3.409659, -2.125056], [-0.647931, 1.703980, -2.569822], [-1.055943, 4.805734, 2.364637], [-5.239610, 1.834264, 0.914341], [-5.246829, -0.680881, 1.268115], [0.704707, 3.474182, 2.330643], [-2.693318, 4.176827, 2.277640], [-4.804672, 0.294124, -2.376280], [4.022845, -1.853606, 1.740492], [4.350644, 0.650723, 0.014481], [1.873441, 1.535443, -4.450767], [6.566871, -0.123265, 1.007467], [-1.593219, 3.785087, 3.679016], [-1.690814, -1.625676, 0.211495], [1.284670, -2.710096, 4.710920], [0.344005, 2.249854, 3.133781], [-3.555472, -0.243469, 1.611982], [4.880380, -1.931417, 0.201382], [-3.287958, 0.762920, -0.582681], [-1.811517, 1.912822, 2.133246], [3.392321, 0.572126, -4.590142], [3.582216, 0.611631, -2.136770], [3.450818, 2.265626, -4.300546], [2.850909, 3.746229, 1.333201]],
  "forces_ev_per_a": [[0.219, 0.523, 0.048], [0.036, 1.021, -0.256], [0.238, -0.504, 0.392], [-2.967, 3.521, -3.088], [-0.623, 0.326, 0.393], [0.257, 0.110, 0.781], [-0.388, 0.294, 0.348], [0.150, 0.403, 0.274], [-0.407, 0.281, 0.273], [-0.121, 0.035, 0.071], [-0.946, 0.235, -0.265], [0.026, 0.584, -0.717], [0.708, -1.175, 0.537], [-0.312, -1.240, 2.342], [-0.064, 0.048, -0.698], [0.771, -0.072, 0.023], [-0.045, -0.194, 0.091], [-0.974, -0.718, 0.483], [-0.513, 0.339, 0.296], [0.085, 0.873, 0.286], [0.129, -0.632, 0.317], [3.404, -1.130, -0.707], [-0.651, -0.719, -0.138], [-1.055, 1.073, -1.595], [0.113, -0.666, 1.307], [0.032, 0.936, 0.592], [0.426, -0.016, -0.389], [-0.274, 0.155, -0.257], [0.549, -0.615, 0.242], [-1.483, 0.712, -0.915], [0.412, 0.231, 0.624], [-0.170, 0.018, -1.119], [-0.134, -0.972, 0.054], [1.087, 0.768, 0.254], [0.119, -1.455, -0.529], [-0.888, -0.544, -0.341], [0.098, -0.541, 0.585], [0.053, 1.288, 0.270], [-0.106, 0.525, -0.159], [2.105, -0.959, -0.744], [-0.877, 1.694, -0.838], [0.181, -1.355, -1.100], [-0.196, 0.625, -0.427], [-0.129, 0.109, 0.378], [0.203, 1.142, 0.112], [1.223, -2.140, 1.766], [0.570, -0.522, 1.179], [-0.281, -0.607, -0.013], [0.204, -0.270, 0.135], [-0.174, 0.385, -0.101], [-0.103, -0.554, -0.199], [0.620, -0.065, 0.379], [0.335, -0.054, -0.198], [-0.161, -0.407, -0.048], [-0.035, -0.051, -0.238], [0.165, -0.457, -0.460], [-0.591, 0.820, 0.211], [-0.261, 0.177, 0.770], [0.017, 0.453, -0.075], [-0.119, 0.198, 0.146], [0.311, 0.639, 0.282], [0.146, -0.472, 0.459], [1.261, -1.049, -0.304], [-0.554, 0.047, 0.583], [-0.020, -0.098, 0.143], [-0.146, -0.075, 0.101], [0.025, 0.203, -0.001], [-0.145, 0.072, -0.132], [-0.447, 0.397, 0.023], [-0.329, 1.025, -1.521], [0.092, -0.017, -0.254], [-0.704, 1.249, 0.891], [0.114, -0.235, 0.033], [0.100, 0.080, -0.350], [-0.646, -0.400, -0.236], [-0.073, -0.023, 0.349], [-0.038, -0.320, -0.021], [-0.048, -0.219, -0.264], [-0.198, 0.215, -0.309], [0.089, 0.059, -0.154], [0.471, 0.484, 0.495], [0.101, 0.089, 0.149], [-0.023, -0.079, -0.134], [0.163, -0.056, -0.097], [-0.343, -0.214, 0.086], [-0.062, 0.081, -0.019], [0.086, 0.226, -0.085], [-0.027, 0.358, 0.179], [-0.094, 0.251, -0.859], [-0.110, -0.026, 0.376], [1.023, 0.080, -0.114], [0.511, 0.039, 0.165], [-0.551, 0.000, 0.043], [0.042, -0.177, -0.240], [-0.089, -0.139, -0.035], [-0.389, -0.001, 0.028], [-0.573, -1.656, 0.886], [0.344, -0.193, -0.380], [-0.041, -0.633, -0.163], [0.215, -0.144, -0.069], [0.200, 0.389, -0.093], [0.123, -0.113, 0.277], [0.849, -0.716, 0.057], [-0.303, -0.382, 0.336], [0.826, 0.676, -0.402], [-0.031, 0.054, -0.027], [-0.596, -0.547, -0.021]],
  "homo_ev": -13.4535,
  "total_charge": 2,
  "total_energy_ev": -99194.8220,
  "gap_ha": 0.2667,
  "relative_energy_kcal_mol": 47.39
}